--- a ---
2 unconnected molecules or ions with the total composition CH2N2O3, computed with ωB97M-V/def2-TZVPD.

Net charge: 0
Gap between HOMO and LUMO (spin up / spin down): 8.990 / 8.991 eV

XYZ file:
```
8
CH2N2O3 (ωB97M-V/def2-TZVPD)
C -1.0378 -0.8365 -0.0768
N -2.5207 0.6337 -0.2356
N 0.0768 -0.1737 -0.0023
O -1.4678 -1.9254 -0.0682
O -3.3522 0.4520 0.8481
O -3.6981 -0.0293 -0.4222
H 0.0781 0.8304 -0.0487
H 0.9562 -0.6689 0.0968
```

---

--- b ---
2 unconnected molecules or ions with the total composition CH2N2O3, computed with ωB97M-V/def2-TZVPD.

Net charge: 0
Gap between HOMO and LUMO (spin up / spin down): 9.174 / 7.888 eV

XYZ file:
```
8
CH2N2O3 (ωB97M-V/def2-TZVPD)
C -0.9230 -1.3109 -0.0975
N 1.9092 1.4915 -0.1722
N -0.5656 -0.1746 0.3700
O -1.1583 0.7635 0.7836
O 1.5764 2.6060 -0.1426
O 1.2768 0.4551 -0.0524
H -1.8940 -1.6740 -0.3649
H -0.2216 -2.1566 -0.3239
```

---

--- c ---
CH2N2O3 in the gas phase, computed with ωB97M-V/def2-TZVPD.

Net charge: 0
Gap between HOMO and LUMO: 9.196 eV

XYZ file:
```
8
CH2N2O3 (ωB97M-V/def2-TZVPD)
O -1.2408 1.1202 1.7195
N -1.1236 0.8814 0.5837
C 0.2933 -0.0042 0.2659
N 0.1854 -0.5618 -1.0750
O 0.8888 0.0242 -1.8748
O -0.4914 -1.5367 -1.2398
H 1.1766 0.6170 0.4388
H 0.3116 -0.5400 1.1817
```

---

--- d ---
2 unconnected molecules or ions with the total composition CH2N2O3, computed with ωB97M-V/def2-TZVPD.

Net charge: 0
Gap between HOMO and LUMO (spin up / spin down): 8.848 / 8.927 eV

XYZ file:
```
8
CH2N2O3 (ωB97M-V/def2-TZVPD)
C -0.6176 -1.0608 0.3427
N -0.7496 0.2116 0.1064
N 1.1558 0.9190 -0.2519
O -1.6179 1.0844 -0.0171
O 1.9304 0.0332 -0.3275
O 1.1848 2.0872 -0.3565
H -1.5969 -1.7229 0.3224
H 0.3108 -1.5517 0.1815
```

---

Energies relative to the most stable structure, in eV: a 1.026; b 1.430; c 0.000; d 0.548.

---

--- a ---
N2 in the gas phase, computed with ωB97M-V/def2-TZVPD.

Net charge: 0
Gap between HOMO and LUMO: 17.309 eV

XYZ file:
```
2
N2 (ωB97M-V/def2-TZVPD)
N 0.0805 -0.4654 0.2369
N -0.0805 0.4654 -0.2369
```

---

--- b ---
N2 in the gas phase, computed with ωB97M-V/def2-TZVPD.

Net charge: 0
Gap between HOMO and LUMO: 10.354 eV

XYZ file:
```
2
N2 (ωB97M-V/def2-TZVPD)
N 0.0000 0.0000 0.7973
N 0.0000 0.0000 -0.7973
```

---

Energies relative to the most stable structure, in eV: a 0.000; b 7.356.

---

--- a ---
14 unconnected molecules or ions with the total composition H27O14, computed with ωB97M-V/def2-TZVPD.

Net charge: -1
Gap between HOMO and LUMO: 8.162 eV

XYZ file:
```
41
H27O14 (ωB97M-V/def2-TZVPD)
O -3.4370 -0.9016 0.1798
H -2.9662 -1.6068 -0.2727
O -3.6853 2.8175 -1.6459
H -1.0237 -0.5304 1.3267
H -0.6451 -0.6276 3.9007
O -0.6358 4.0906 1.7804
H 0.1045 -1.4448 4.9798
H -2.1986 -3.1358 -2.6988
O -2.3011 -2.6565 -1.8734
H 0.9251 0.3736 0.0537
H -1.5668 -2.9504 -1.3263
O 4.0881 1.7113 -0.3284
H -4.3895 -1.0264 0.2470
H -3.3814 3.4229 -0.9702
O 0.8279 -3.0768 0.4622
H 4.6327 1.0587 0.1152
H 0.3083 -2.2829 0.5077
O 0.0639 0.8901 0.0030
H -2.9051 0.5641 -3.7033
H 0.2896 1.5365 0.6797
O 0.0791 -0.5788 4.5724
H -0.7455 3.8148 0.8546
H 4.7264 2.4320 -0.4645
O 3.3075 -2.5414 -1.3845
H 3.1164 -2.1283 -2.2303
H -1.3780 3.5871 2.1884
O 4.9074 -0.5987 -1.4190
H 4.6452 -1.6379 -1.5663
H 4.4606 -0.4737 -0.5822
O 2.2219 -0.9538 0.1720
H 1.4138 -2.9410 -0.3047
H 0.5407 -1.0140 1.7407
O -0.3983 -0.9685 1.9114
H -2.3154 1.5652 0.1788
H 2.5244 -1.3685 0.9842
O -2.1789 0.8481 -3.1431
H 2.8803 -1.7446 -0.6965
H -1.4140 0.3224 -3.4197
O -2.8181 2.1868 0.7358
H -3.1642 1.9780 -1.6844
H -2.9873 1.6949 1.5608
```

---

--- b ---
A molecular structure, H27O14, computed with ωB97M-V/def2-TZVPD.

Net charge: -1
Gap between HOMO and LUMO: 8.853 eV

XYZ file:
```
41
H27O14 (ωB97M-V/def2-TZVPD)
O -3.6824 -1.0177 -1.0932
H -3.9743 -0.0933 -1.1537
O -0.7524 0.6257 -0.4139
H -0.4080 0.4480 -1.5522
H -1.3901 -4.3455 1.9386
O 2.4485 -1.5963 3.6864
H -2.2217 -3.1215 2.1826
H 0.2598 3.7275 -0.6410
O -0.4968 4.3132 -0.9062
H -1.3539 -0.5202 3.3518
H -0.4540 4.5800 -1.8255
O 2.6033 0.5117 -0.2863
H 1.3741 -0.6211 -2.4637
H 2.9087 1.2486 -0.8171
O -2.3286 -3.5831 -0.9404
H -3.2710 -3.6296 -0.7684
H -1.9011 -3.3854 -0.1018
O -0.1933 0.2859 -2.7133
H 1.1001 2.6174 1.2911
H -0.6111 0.6794 -3.4744
O -2.2080 -4.0661 2.3676
H 2.6099 -1.6834 2.7406
H 1.9497 -0.0026 -0.8162
O -1.2132 -1.4690 1.0199
H -2.0593 -1.0719 1.2830
H 1.4972 -1.4402 3.7497
O 1.2717 1.1148 2.0897
H 1.8623 0.5060 1.5996
H 0.3909 0.7201 2.1720
O 2.4178 2.8275 -4.0905
H 1.7406 2.4208 -4.6331
H 3.0411 2.1744 -3.7691
O 1.9593 -1.3586 -2.1794
H 2.8632 -1.0707 -2.3276
H -2.7827 -0.7955 -1.4010
O 0.9750 3.5881 1.1543
H -1.0905 -0.7539 0.3197
H 0.2542 4.0048 1.6234
O -0.4568 -0.8414 3.3302
H -0.4214 1.4625 -0.0821
H -0.2568 -1.3893 2.5495
```

---

Energies relative to the most stable structure, in eV: a 1.013; b 0.000.

---

--- a ---
C4H6O4 in the gas phase, computed with ωB97M-V/def2-TZVPD.

Net charge: 0
Gap between HOMO and LUMO: 10.765 eV

XYZ file:
```
14
C4H6O4 (ωB97M-V/def2-TZVPD)
O -2.1513 -1.2263 0.1376
C -1.4001 -0.2659 0.0462
O -1.7689 0.8801 -0.5481
C 0.0180 -0.2032 0.5505
O 0.4243 1.1049 0.9057
C 1.3971 1.1322 -0.2396
C 1.1027 -0.3358 -0.5103
O 2.2008 -1.1900 -0.2452
H -2.7903 0.9415 -0.7076
H 0.0376 -0.8797 1.4006
H 0.9970 1.8495 -1.0275
H 2.3196 1.4857 0.0863
H 0.8037 -0.5462 -1.5294
H 2.2874 -1.3651 0.6963
```

---

--- b ---
C4H6O4 in the gas phase, computed with ωB97M-V/def2-TZVPD.

Net charge: 0
Gap between HOMO and LUMO: 10.209 eV

XYZ file:
```
14
C4H6O4 (ωB97M-V/def2-TZVPD)
C -1.3167 0.6945 -0.8964
C -0.3978 -0.5567 -0.7113
O 0.3990 -0.9743 -1.6181
C 0.6588 -0.0835 0.6542
O 1.8056 0.5846 0.2089
O -0.1342 0.6036 1.6576
C 0.3604 -0.5315 2.0331
O 0.3425 -1.3232 2.9147
H -2.1182 0.5168 -1.5923
H -0.6915 1.5366 -1.3738
H -1.7068 1.1339 0.1482
H -0.9921 -1.4535 -0.3446
H 1.1277 -0.3628 -1.5254
H 2.6632 0.2154 0.4453
```

---

--- c ---
2 unconnected molecules or ions with the total composition C4H6O4, computed with ωB97M-V/def2-TZVPD.

Net charge: 0
Gap between HOMO and LUMO: 9.384 eV

XYZ file:
```
14
C4H6O4 (ωB97M-V/def2-TZVPD)
O 2.1262 1.1125 0.4040
C 0.9761 1.3572 0.1660
C 0.2215 0.8517 -1.0566
O -0.9498 1.0759 -1.2462
O 0.9852 0.1602 -1.8849
H 0.3699 2.0611 0.7624
H 0.4786 -0.1714 -2.6449
C -0.3753 -0.3973 1.4635
C -0.3300 -1.3827 0.5684
O -1.2320 -1.6140 -0.3962
H 0.3686 -0.3176 2.2321
H -1.2130 0.2794 1.5068
H 0.4807 -2.0975 0.5315
H -1.9068 -0.9175 -0.4058
```

---

--- d ---
2 unconnected molecules or ions with the total composition C4H6O4, computed with ωB97M-V/def2-TZVPD.

Net charge: 0
Gap between HOMO and LUMO: 9.917 eV

XYZ file:
```
14
C4H6O4 (ωB97M-V/def2-TZVPD)
C 0.0498 1.9379 -0.1531
C -0.2838 0.6868 -0.5123
O -1.5346 0.1963 -0.4649
C 0.6779 0.0296 -1.4972
O 1.8705 0.1533 -1.4922
H -0.6700 2.6121 0.2823
H 1.0491 2.3025 -0.3162
H -1.4130 -0.8626 -0.4671
H 0.1553 -0.7044 -2.1397
O -0.4043 -1.9911 0.2759
C 0.3008 -1.5105 1.1584
O -0.1220 -0.6711 2.0863
H 1.2562 -1.9641 1.4615
H -0.9318 -0.2147 1.7783
```

---

Energies relative to the most stable structure, in eV: a 0.145; b 1.683; c 0.000; d 0.248.

---

--- a ---
C4H6O4 in the gas phase, computed with ωB97M-V/def2-TZVPD.

Net charge: 0
Gap between HOMO and LUMO: 10.353 eV

XYZ file:
```
14
C4H6O4 (ωB97M-V/def2-TZVPD)
O -1.4221 0.9853 1.0908
C -1.2675 0.6386 -0.0472
O -2.0528 1.0661 -1.1454
C -0.0632 -0.2284 -0.4394
O -0.1850 -0.6103 -1.8200
C 0.3590 -1.1694 0.7505
C 1.2003 -0.0122 0.4027
O 1.4397 0.9863 1.2432
H -1.6077 0.4892 -1.8142
H 0.2857 0.1904 -2.2911
H 0.8568 -2.1570 0.6613
H -0.2726 -1.0061 1.6467
H 2.1187 -0.4288 -0.0309
H 0.6108 1.2563 1.7931
```

---

--- b ---
C4H6O4 in the gas phase, computed with ωB97M-V/def2-TZVPD.

Net charge: 0
Gap between HOMO and LUMO: 10.407 eV

XYZ file:
```
14
C4H6O4 (ωB97M-V/def2-TZVPD)
O 2.0520 0.6462 -1.0627
C 1.2062 0.2237 -0.3391
C 1.0025 -1.0118 0.5472
C -0.5113 -0.6476 0.5469
O -1.4587 -1.3888 -0.0793
C -0.2235 0.7551 -0.1629
O -0.8825 0.8358 -1.4054
O -0.4059 1.8538 0.7027
H 1.2474 -1.9460 0.1116
H 1.5493 -0.7656 1.4017
H -0.8083 -0.5404 1.5720
H -1.3667 -1.0449 -1.0162
H -1.8581 0.6479 -1.3243
H 0.4576 2.3827 0.5076
```

---

Energies relative to the most stable structure, in eV: a 0.000; b 0.262.

---

--- a ---
2 unconnected molecules or ions with the total composition CBrNO3, computed with ωB97M-V/def2-TZVPD.

Net charge: 0
Gap between HOMO and LUMO (spin up / spin down): 7.995 / 6.855 eV

XYZ file:
```
6
CBrNO3 (ωB97M-V/def2-TZVPD)
C 0.3275 -0.7233 0.3316
N -0.1857 0.5616 -0.0310
O 0.0763 -1.8387 0.4298
O -0.1707 1.4713 0.7301
O -0.5922 0.4705 -1.1734
Br 3.0180 0.1974 -0.3581
```

---

--- b ---
CBrNO3 in the gas phase, computed with ωB97M-V/def2-TZVPD.

Net charge: 0
Gap between HOMO and LUMO: 10.213 eV

XYZ file:
```
6
CBrNO3 (ωB97M-V/def2-TZVPD)
O 0.0782 -1.6839 0.0696
C 0.4840 -0.6078 0.0552
Br 2.2799 -0.0228 -0.0501
N -0.6684 0.5331 0.0051
O -1.7532 0.0468 -0.2030
O -0.4206 1.7346 0.1232
```

---

Energies relative to the most stable structure, in eV: a 2.604; b 0.000.

---

--- a ---
C5H4 in the gas phase, computed with ωB97M-V/def2-TZVPD.

Net charge: 0
Gap between HOMO and LUMO: 8.958 eV

XYZ file:
```
9
C5H4 (ωB97M-V/def2-TZVPD)
C 0.8016 -0.3328 1.4356
C 0.0370 -0.0530 0.1995
C -0.5164 0.0489 -0.9233
C -1.1411 0.2100 -2.1056
C -1.8357 0.5682 -3.0919
H 0.1610 -0.5552 2.2945
H 1.4988 0.4687 1.6990
H 1.4085 -1.2338 1.2528
H -0.9626 0.9282 -0.2278
```

---

--- b ---
C5H4 in the gas phase, computed with ωB97M-V/def2-TZVPD.

Net charge: 0
Gap between HOMO and LUMO: 10.782 eV

XYZ file:
```
9
C5H4 (ωB97M-V/def2-TZVPD)
C 1.2565 -0.0243 -0.0569
C -0.0174 0.0112 -0.8862
C -0.9561 0.7682 -0.0333
C -0.9214 -0.7572 -0.0391
C 0.0093 -0.0096 0.8157
H 1.9802 0.8853 0.1099
H 1.9240 -0.8440 0.1097
H -1.6436 1.5657 -0.0315
H -1.6315 -1.5953 0.0117
```

---

Energies relative to the most stable structure, in eV: a 1.028; b 0.000.

---

--- a ---
C5H4 in the gas phase, computed with ωB97M-V/def2-TZVPD.

Net charge: 0
Gap between HOMO and LUMO: 9.541 eV

XYZ file:
```
9
C5H4 (ωB97M-V/def2-TZVPD)
C 3.2218 0.6338 -0.0152
C 1.9901 0.5996 -0.0015
C 0.6520 0.3631 0.0073
C -0.5111 0.0474 0.0098
C -1.9255 -0.2560 0.0028
H 3.4499 -0.4311 -0.0089
H -2.1888 -0.9104 0.8375
H -2.2148 -0.7313 -0.9379
H -2.4736 0.6849 0.1061
```

---

--- b ---
A molecular structure, C5H4, computed with ωB97M-V/def2-TZVPD.

Net charge: 0
Gap between HOMO and LUMO: 10.115 eV

XYZ file:
```
9
C5H4 (ωB97M-V/def2-TZVPD)
C 1.1407 -0.5680 0.0640
C 1.8064 0.5076 -0.0757
C -0.1093 -1.2857 -0.0109
C -0.8479 -0.1620 -0.0359
C 0.1639 0.9676 0.0263
H -0.1581 -2.2983 -0.0638
H -1.9420 -0.1537 0.0159
H -0.0366 1.4769 0.8751
H -0.0171 1.5156 -0.7949
```

---

--- c ---
C5H4 in the gas phase, computed with ωB97M-V/def2-TZVPD.

Net charge: 0
Gap between HOMO and LUMO: 9.567 eV

XYZ file:
```
9
C5H4 (ωB97M-V/def2-TZVPD)
C 2.8081 0.2851 0.0466
C 1.5562 -0.2413 0.0736
C 0.0898 -0.2536 -0.0547
C -1.1078 -0.1032 -0.0117
C -2.5638 0.1648 0.0378
H 4.0477 0.2810 -0.4053
H -3.0064 0.9291 -0.7459
H -3.0076 -0.7691 -0.3583
H -2.7285 0.4483 0.9599
```

---

Energies relative to the most stable structure, in eV: a 0.000; b 1.183; c 1.378.